{"formula": "C60H150O30", "method": "wB97M-V/def2-TZVPD", "symbols": ["C", "O", "C", "C", "O", "C", "H", "H", "H", "H", "H", "H", "H", "H", "H", "H", "C", "O", "C", "C", "O", "C", "H", "H", "H", "H", "H", "H", "H", "H", "H", "H", "C", "O", "C", "C", "O", "C", "H", "H", "H", "H", "H", "H", "H", "H", "H", "H", "C", "O", "C", "C", "O", "C", "H", "H", "H", "H", "H", "H", "H", "H", "H", "H", "C", "O", "C", "C", "O", "C", "H", "H", "H", "H", "H", "H", "H", "H", "H", "H", "C", "O", "C", "C", "O", "C", "H", "H", "H", "H", "H", "H", "H", "H", "H", "H", "C", "O", "C", "C", "O", "C", "H", "H", "H", "H", "H", "H", "H", "H", "H", "H", "C", "O", "C", "C", "O", "C", "H", "H", "H", "H", "H", "H", "H", "H", "H", "H", "C", "O", "C", "C", "O", "C", "H", "H", "H", "H", "H", "H", "H", "H", "H", "H", "C", "O", "C", "C", "O", "C", "H", "H", "H", "H", "H", "H", "H", "H", "H", "H", "C", "O", "C", "C", "O", "C", "H", "H", "H", "H", "H", "H", "H", "H", "H", "H", "C", "O", "C", "C", "O", "C", "H", "H", "H", "H", "H", "H", "H", "H", "H", "H", "C", "O", "C", "C", "O", "C", "H", "H", "H", "H", "H", "H", "H", "H", "H", "H", "C", "O", "C", "C", "O", "C", "H", "H", "H", "H", "H", "H", "H", "H", "H", "H", "C", "O", "C", "C", "O", "C", "H", "H", "H", "H", "H", "H", "H", "H", "H", "H"], "positions_angstrom": [[2.59, -0.55, 4.74], [2.55, -1.62, 3.81], [3.79, -2.32, 3.68], [4.15, -3.36, 4.78], [4.44, -2.68, 5.99], [4.61, -3.60, 7.07], [1.67, 0.06, 4.68], [3.50, 0.09, 4.73], [2.59, -0.93, 5.76], [4.54, -1.53, 3.75], [3.76, -2.75, 2.67], [5.05, -3.87, 4.40], [3.42, -4.15, 4.89], [5.42, -4.26, 6.87], [3.69, -4.17, 7.25], [4.82, -2.92, 7.95], [-6.45, -1.56, -1.66], [-5.07, -1.47, -1.81], [-4.81, -1.01, -3.19], [-5.05, 0.47, -3.29], [-3.99, 1.20, -2.83], [-3.21, 1.90, -3.75], [-7.06, -0.82, -2.21], [-6.77, -1.56, -0.65], [-6.76, -2.48, -2.03], [-5.34, -1.75, -3.89], [-3.76, -1.27, -3.33], [-5.89, 0.78, -2.66], [-5.34, 0.72, -4.35], [-3.75, 2.17, -4.64], [-2.38, 1.26, -4.12], [-2.75, 2.84, -3.38], [-3.81, -2.42, 1.56], [-4.19, -3.53, 2.29], [-3.87, -3.45, 3.67], [-2.42, -3.10, 4.04], [-1.54, -3.98, 3.30], [-0.14, -3.57, 3.33], [-2.71, -2.16, 1.55], [-4.22, -1.52, 2.01], [-4.24, -2.46, 0.56], [-4.14, -4.45, 4.07], [-4.44, -2.68, 4.25], [-2.32, -3.18, 5.13], [-2.14, -2.13, 3.82], [0.35, -3.81, 4.33], [-0.14, -2.50, 2.99], [0.31, -4.18, 2.52], [0.47, 3.80, 8.83], [-0.06, 2.79, 7.98], [0.74, 1.64, 7.86], [-0.16, 0.54, 7.38], [-0.51, 0.76, 6.02], [-1.36, -0.24, 5.47], [-0.13, 4.71, 8.68], [1.48, 4.03, 8.38], [0.66, 3.41, 9.85], [1.24, 1.48, 8.83], [1.44, 1.79, 7.08], [-0.99, 0.67, 8.03], [0.33, -0.43, 7.45], [-0.81, -1.19, 5.40], [-1.51, 0.06, 4.44], [-2.29, -0.29, 6.01], [0.51, 0.99, 2.19], [-0.08, -0.05, 1.43], [0.86, -0.75, 0.59], [0.08, -1.57, -0.41], [-0.31, -0.74, -1.48], [-1.07, -1.35, -2.44], [-0.22, 1.29, 2.93], [0.57, 1.87, 1.54], [1.46, 0.64, 2.59], [1.51, -1.46, 1.19], [1.51, 0.07, 0.19], [-0.81, -1.97, 0.06], [0.72, -2.34, -0.77], [-1.54, -2.28, -2.09], [-0.53, -1.51, -3.38], [-1.85, -0.63, -2.71], [2.70, 4.11, -1.78], [1.50, 4.67, -2.36], [0.37, 3.81, -2.42], [-0.54, 4.08, -1.22], [-0.68, 5.47, -0.95], [-1.55, 6.00, -1.95], [3.42, 4.87, -1.86], [3.05, 3.22, -2.26], [2.55, 3.76, -0.74], [0.75, 2.73, -2.32], [-0.15, 3.90, -3.42], [-0.08, 3.61, -0.33], [-1.51, 3.71, -1.46], [-1.91, 6.95, -1.63], [-2.40, 5.34, -2.13], [-1.11, 6.13, -2.91], [-0.41, -6.00, -6.62], [-0.09, -4.67, -6.38], [0.17, -4.30, -5.05], [1.32, -4.98, -4.37], [2.55, -4.56, -5.03], [3.58, -5.44, -4.58], [0.51, -6.55, -6.77], [-1.10, -6.06, -7.46], [-1.03, -6.28, -5.77], [-0.69, -4.47, -4.40], [0.39, -3.21, -5.13], [1.16, -6.04, -4.37], [1.48, -4.82, -3.21], [4.51, -5.07, -4.79], [3.59, -6.48, -4.91], [3.55, -5.47, -3.48], [-2.64, 1.78, 0.93], [-2.94, 2.44, 2.20], [-2.63, 3.84, 2.07], [-2.67, 4.45, 3.51], [-1.63, 3.97, 4.29], [-1.70, 4.45, 5.63], [-3.11, 2.15, 0.03], [-2.83, 0.68, 1.03], [-1.56, 1.90, 0.72], [-3.43, 4.37, 1.50], [-1.60, 3.88, 1.73], [-3.68, 4.29, 3.92], [-2.64, 5.51, 3.43], [-1.28, 5.42, 5.57], [-1.17, 3.72, 6.17], [-2.74, 4.41, 5.94], [6.63, 0.95, 5.35], [5.39, 1.54, 4.98], [4.71, 2.05, 6.19], [3.70, 3.09, 5.76], [2.69, 2.53, 4.98], [1.72, 3.51, 4.58], [6.38, 0.04, 5.96], [7.33, 1.57, 5.92], [7.04, 0.56, 4.47], [5.45, 2.51, 6.87], [4.25, 1.26, 6.71], [4.19, 3.89, 5.17], [3.32, 3.56, 6.66], [1.84, 3.73, 3.49], [1.82, 4.38, 5.28], [0.74, 3.07, 4.74], [-2.39, 4.25, -6.24], [-1.21, 4.35, -5.49], [0.00, 3.72, -6.17], [0.29, 2.39, -5.55], [0.12, 1.37, -6.47], [0.26, 0.06, -5.98], [-2.77, 3.18, -6.30], [-2.43, 4.59, -7.29], [-3.22, 4.67, -5.73], [0.85, 4.34, -5.95], [-0.06, 3.67, -7.23], [-0.39, 2.22, -4.78], [1.33, 2.41, -5.19], [1.34, -0.16, -5.78], [-0.11, -0.55, -6.83], [-0.42, -0.09, -5.15], [2.81, -1.77, -2.80], [2.76, -3.00, -2.15], [3.62, -3.14, -0.99], [3.12, -4.31, -0.15], [3.71, -4.36, 1.11], [3.40, -5.61, 1.77], [2.29, -2.02, -3.71], [3.84, -1.49, -3.01], [2.30, -0.97, -2.16], [3.60, -2.21, -0.40], [4.70, -3.17, -1.29], [3.34, -5.18, -0.75], [2.10, -4.18, -0.08], [2.46, -5.39, 2.30], [4.27, -5.80, 2.44], [3.28, -6.46, 1.07], [5.79, 0.92, -3.88], [5.18, 0.44, -2.67], [5.54, 1.23, -1.54], [4.60, 0.92, -0.46], [4.76, 2.03, 0.40], [4.14, 1.87, 1.66], [6.86, 0.96, -3.67], [5.41, 1.92, -4.19], [5.69, 0.12, -4.64], [5.39, 2.25, -1.76], [6.58, 1.05, -1.25], [4.85, -0.07, 0.09], [3.50, 0.80, -0.76], [4.06, 2.82, 2.18], [4.57, 1.19, 2.30], [3.06, 1.55, 1.51], [-3.27, -4.03, -4.60], [-2.91, -4.11, -3.24], [-3.79, -4.92, -2.53], [-3.45, -5.11, -1.04], [-2.30, -5.81, -0.91], [-1.77, -6.10, 0.40], [-4.17, -3.47, -4.71], [-3.49, -5.04, -4.96], [-2.51, -3.56, -5.16], [-3.92, -5.97, -2.96], [-4.78, -4.51, -2.52], [-4.38, -5.63, -0.65], [-3.37, -4.10, -0.59], [-1.79, -5.19, 1.06], [-0.74, -6.43, 0.36], [-2.33, -6.83, 1.00], [0.04, 6.19, 2.38], [1.47, 6.01, 2.08], [2.01, 6.95, 1.21], [3.35, 6.57, 0.68], [4.39, 6.88, 1.63], [5.28, 5.83, 1.92], [-0.15, 5.52, 3.20], [-0.60, 5.79, 1.58], [-0.15, 7.28, 2.74], [2.10, 7.90, 1.71], [1.34, 7.05, 0.37], [3.55, 7.18, -0.20], [3.38, 5.50, 0.45], [6.04, 5.74, 1.14], [4.84, 4.87, 2.00], [5.79, 6.02, 2.87], [-5.97, 0.43, -7.64], [-6.50, -0.37, -6.56], [-7.15, -1.57, -7.04], [-7.62, -2.35, -5.84], [-6.70, -3.25, -5.22], [-7.25, -4.11, -4.19], [-6.70, 1.06, -8.12], [-5.56, -0.24, -8.37], [-5.13, 1.05, -7.27], [-6.36, -2.19, -7.51], [-7.95, -1.49, -7.75], [-8.43, -2.98, -6.15], [-7.86, -1.60, -5.13], [-6.42, -4.59, -3.70], [-7.72, -4.97, -4.61], [-7.90, -3.56, -3.52]], "mulliken_charge": [-0.879, 0.420, -0.006, -0.847, -0.155, -0.875, -0.276, 0.360, 0.392, 0.177, -0.090, 0.465, 0.404, 0.332, 0.325, 0.202, -1.204, 0.300, 1.943, -0.115, -0.146, -0.483, 0.359, 0.279, 0.308, -1.044, -0.991, 0.173, 0.054, 0.414, 0.127, -0.071, -0.603, -0.323, -0.766, 0.032, -0.389, 0.619, 0.175, 0.493, 0.157, 0.276, 0.315, 0.514, -0.151, 0.239, -0.194, -0.280, -0.859, -0.292, 0.258, -1.110, 0.219, -0.984, 0.262, 0.250, 0.351, 0.660, -0.464, 0.439, 0.414, 0.429, -0.017, 0.444, 0.866, 0.597, 0.936, -0.614, 0.326, 1.038, -0.040, 0.050, -0.863, -0.586, -0.794, -0.193, 0.406, 0.151, -0.411, -0.990, -0.705, -0.541, 0.568, 0.639, -0.296, -1.005, 0.573, 0.379, 0.002, 0.121, -0.583, -0.521, 0.278, 0.381, 0.332, 0.292, -0.711, -0.449, 0.699, 0.098, -0.406, -0.708, 0.259, 0.276, 0.282, -0.061, -0.531, 0.664, -0.215, 0.373, 0.335, 0.085, 0.289, -0.469, 0.688, -1.536, 0.417, -0.630, 0.609, -0.145, -0.686, 0.345, -0.492, 0.518, 0.563, 0.347, -0.204, 0.454, -1.049, -0.035, -0.949, -0.608, 1.105, -0.997, 0.309, 0.293, 0.326, 0.500, 0.264, 0.308, 0.270, 0.025, 0.315, -0.049, -0.780, -0.224, -1.052, 1.215, -0.511, -0.278, 0.147, 0.294, 0.400, 0.317, 0.515, -0.645, 0.180, 0.252, 0.267, -0.010, -0.050, 0.223, 0.181, -0.876, -0.363, -0.584, -0.091, 0.228, -0.159, -0.697, 0.554, 0.448, 0.524, 0.108, 0.163, 0.411, -0.934, -0.002, -1.077, 0.829, -0.498, -0.631, 0.361, 0.281, 0.235, 0.495, 0.339, 0.208, -0.488, -0.492, 0.736, 0.405, -0.800, 0.732, -0.460, -0.078, -0.368, -0.562, -0.076, 0.398, 0.221, 0.418, -0.222, 0.357, -0.324, 0.062, 0.315, 0.314, 0.133, 0.019, -0.644, 0.087, -0.446, 0.231, -0.441, 0.075, 0.251, 0.302, 0.361, 0.446, -0.270, 0.310, -0.521, 0.302, -0.574, -0.225, -0.764, -0.562, -0.241, -0.633, 0.308, 0.358, 0.003, 0.338, 0.454, 0.544, 0.290, 0.099, 0.376, 0.385], "energy_ha": -4632.39829, "charge": 0, "homo_lumo_gap_ev": 9.640, "homo_ev": -9.0, "max_force_ha_per_bohr": 0.071}